The following is a quantum chemistry calculation of C4H9NO2 as an isolated structure, from the Open Molecules 2025 dataset.

HOMO energy   -9.66 eV
DFT total energy   -9877.20448 eV
LUMO level   0.97 eV
Energy relative to the best compared isomer or geometry (same formula, charge and spin)   65.9 kcal/mol
Kohn-Sham gap   10.62 eV

Last column: Löwdin charge in e.
Positions of all 16 atoms, in Å:
C 1.87 0.06 -0.12  -0.059
C 0.41 0.22 0.30  -0.388
C -0.22 1.47 -0.32  -0.244
O -1.57 1.63 0.06  -0.058
N -0.35 -0.95 -0.09  0.017
C -1.25 -1.60 0.59  -0.339
O -1.71 -2.56 -0.14  -0.041
H 2.31 -0.82 0.36  0.079
H 2.45 0.94 0.17  0.080
H 1.95 -0.06 -1.20  0.082
H 0.35 0.33 1.39  0.148
H 0.31 2.36 0.04  0.126
H -0.11 1.43 -1.42  0.127
H -2.06 0.90 -0.34  0.083
H -0.80 -1.94 -0.88  0.236
H -1.59 -1.41 1.60  0.150

=====

The following is a quantum chemistry calculation of one molecule with the formula C4H3NO, from the Open Molecules 2025 dataset.

HOMO energy   -10.02 eV
DFT total energy   -7729.95779 eV
LUMO level   -2.16 eV
SMILES   O=C1C=CN=C1
Energy relative to the best compared isomer or geometry (same formula, charge and spin)   64.3 kcal/mol
Kohn-Sham gap   7.85 eV

Last column: Löwdin charge in e.
Positions of all 9 atoms, in Å:
O -2.29 -0.14 -0.20  0.021
C -1.02 0.03 0.22  -0.318
C -0.06 1.01 0.10  -0.108
C 1.20 0.52 -0.07  -0.024
N 1.20 -1.02 -0.18  0.076
C -0.15 -1.23 0.14  -0.043
H -0.38 2.13 -0.22  0.168
H 2.15 0.96 0.03  0.088
H -0.67 -2.26 0.17  0.140